1.
# CH2N4S

An isolated molecule of CH2N4S in a non-equilibrium geometry (ωB97M-V with the def2-TZVPD basis set, OMol25).

```
8
Properties=species:S:1:pos:R:3:lowdin_charge:R:1
C -1.094 -0.345 -0.120 -0.4565
N -0.440 -0.647 1.119 -0.3283
N 1.207 1.558 0.840 0.1920
N 1.550 0.939 -0.037 -0.4013
N 1.645 0.028 -0.796 -0.1688
S 0.400 -1.293 -0.077 1.0202
H -2.097 -0.832 -0.297 0.0837
H -1.171 0.591 -0.633 0.0591
```

Properties
Energy above the lowest of the compared OMol25 structures with the same formula, charge and spin = 369.76 kJ/mol
Energy = -656.34193 hartree
LUMO = -0.32 eV
HOMO-LUMO gap = 9.39 eV

2.
# C5H10O

An isolated molecule of C5H10O in a non-equilibrium geometry (ωB97M-V with the def2-TZVPD basis set, OMol25).

```
16
Properties=species:S:1:pos:R:3:lowdin_charge:R:1
C -2.185 1.017 0.088 -0.1147
C -1.351 -0.230 0.334 -0.2684
C 0.107 0.114 0.401 -0.1585
C 0.939 0.073 -0.646 -0.0961
C 2.368 -0.290 -0.370 -0.2568
O 2.170 -1.671 -0.061 -0.0856
H -1.861 1.480 -0.850 0.0752
H -2.020 1.740 0.893 0.0752
H -3.253 0.791 0.025 0.0692
H -1.510 -0.968 -0.463 0.1107
H -1.654 -0.724 1.268 0.1097
H 0.520 0.397 1.373 0.1222
H 0.579 -0.178 -1.644 0.1210
H 3.047 -0.206 -1.225 0.1127
H 2.804 0.253 0.483 0.1132
H 1.302 -1.600 0.394 0.0710
```

Properties
Energy above the lowest of the compared OMol25 structures with the same formula, charge and spin = 155.45 kJ/mol
Energy = -271.69341 hartree
LUMO = 1.09 eV
SMILES = CC/C=C/CO
HOMO-LUMO gap = 10.51 eV

3.
# C5H14N4

A cluster of 2 separate species, C5H14N4 in total in a non-equilibrium geometry (ωB97M-V with the def2-TZVPD basis set, OMol25).

```
23
Properties=species:S:1:pos:R:3:lowdin_charge:R:1
C 1.328 -1.761 -0.059 -0.1430
N 0.556 -0.584 0.246 -0.0163
C 0.868 0.600 -0.224 -0.3460
C 2.257 0.777 -0.826 -0.0620
C 0.485 1.848 0.530 -0.0636
H 2.247 -1.798 0.536 0.0897
H 0.730 -2.640 0.183 0.0579
H 1.594 -1.901 -1.118 0.0826
H 2.378 0.175 -1.727 0.0716
H 3.008 0.424 -0.116 0.0847
H 2.523 1.814 -1.017 0.0708
H 1.172 2.064 1.347 0.0895
H -0.496 1.779 0.986 0.0435
H 0.504 2.706 -0.146 0.0774
N -2.282 -0.056 1.670 0.0537
C -2.172 -0.351 0.438 -0.6386
N -1.952 -1.613 -0.082 0.1105
N -2.436 0.643 -0.586 0.1037
H -1.384 0.091 2.120 0.0272
H -1.750 -1.741 -1.062 0.0845
H -1.258 -2.085 0.497 0.0721
H -3.021 1.377 -0.200 0.0827
H -2.899 0.230 -1.388 0.0675
```

Properties
Energy above the lowest of the compared OMol25 structures with the same formula, charge and spin = 183.20 kJ/mol
Energy = -417.85873 hartree
LUMO = 0.67 eV
SMILES = CN=C(C)C.N=C(N)N
HOMO-LUMO gap = 8.54 eV

4.
# C32H83N9O12

A cluster of 7 separate species, C32H83N9O12 in total in a non-equilibrium geometry (ωB97M-V with the def2-TZVPD basis set, OMol25).

```
136
Properties=species:S:1:pos:R:3:lowdin_charge:R:1
C 1.323 4.265 2.278 -0.1018
O 1.733 4.122 0.944 -0.1747
C 2.501 2.992 0.759 -0.2846
C 2.920 2.923 -0.687 -0.2081
N 3.731 1.749 -1.050 -0.0598
C 3.964 1.579 -2.462 -0.1783
C 5.417 2.092 -2.915 -0.1824
O 5.554 1.848 -4.295 -0.1978
C 6.735 2.331 -4.891 -0.1262
H 0.506 4.964 2.262 0.0736
H 2.119 4.719 2.884 0.0986
H 0.854 3.336 2.646 0.0621
H 1.989 2.008 0.883 0.1012
H 3.421 2.969 1.399 0.1376
H 3.421 3.832 -0.901 0.1066
H 1.971 2.869 -1.320 0.1284
H 3.216 0.950 -0.655 0.0782
H 3.250 2.172 -3.002 0.0932
H 3.682 0.552 -2.690 0.0904
H 6.169 1.649 -2.334 0.0966
H 5.516 3.106 -2.706 0.0916
H 6.623 2.046 -5.977 0.0991
H 7.623 1.780 -4.532 0.0865
H 6.875 3.423 -4.849 0.0860
C -7.284 -0.181 3.880 -0.0894
O -6.119 -0.654 3.210 -0.2177
C -5.900 0.039 2.021 -0.2663
C -4.584 -0.343 1.386 -0.1599
N -3.474 0.457 1.967 -0.0611
C -3.145 0.089 3.373 -0.1570
C -2.804 -1.388 3.542 -0.2029
O -1.757 -1.751 2.635 -0.2437
C -1.152 -3.016 2.877 -0.1053
H -7.015 0.865 4.202 0.1020
H -7.442 -0.866 4.700 0.0825
H -8.161 -0.184 3.173 0.0994
H -5.885 1.131 2.273 0.1249
H -6.816 -0.003 1.369 0.1302
H -4.635 -0.171 0.332 0.1075
H -4.490 -1.393 1.707 0.1210
H -3.645 1.468 1.925 0.0674
H -3.910 0.267 4.140 0.1190
H -2.300 0.697 3.618 0.0983
H -3.625 -2.105 3.480 0.1165
H -2.460 -1.539 4.546 0.1151
H -1.893 -3.855 2.663 0.1029
H -0.777 -3.142 3.872 0.0730
H -0.283 -3.140 2.201 0.0810
C -3.542 4.371 3.383 -0.1044
O -3.452 3.559 2.238 -0.2393
C -3.196 4.322 1.033 -0.2003
C -3.552 3.421 -0.110 -0.1670
N -2.902 4.068 -1.363 -0.0293
C -1.794 3.254 -1.855 -0.2529
C -1.438 3.770 -3.195 -0.2341
O -2.388 3.267 -4.120 -0.2224
C -2.222 3.568 -5.452 -0.1269
H -4.094 5.289 3.189 0.0804
H -2.557 4.740 3.631 0.0838
H -4.027 3.805 4.169 0.0900
H -2.111 4.569 1.069 0.1293
H -3.747 5.286 1.010 0.1296
H -4.624 3.291 -0.290 0.1177
H -3.207 2.370 0.009 0.0886
H -3.592 4.008 -2.132 0.1083
H -2.080 2.173 -1.984 0.1160
H -0.857 3.307 -1.302 0.1112
H -0.419 3.309 -3.362 0.1286
H -1.405 4.871 -3.221 0.1363
H -1.195 3.402 -5.755 0.0852
H -2.436 4.620 -5.507 0.0817
H -2.917 3.021 -6.083 0.0931
C 2.454 -2.278 -1.647 -0.0822
O 3.090 -2.837 -0.519 -0.1824
C 3.020 -2.037 0.650 -0.2130
C 3.499 -2.897 1.832 -0.2346
N 2.770 -4.124 1.815 -0.0617
C 3.288 -5.160 2.673 -0.1878
C 4.789 -5.414 2.458 -0.2894
O 5.044 -5.611 1.130 -0.1832
C 6.371 -5.482 0.723 -0.1069
H 1.454 -1.997 -1.304 0.0660
H 2.327 -3.056 -2.393 0.0874
H 3.039 -1.479 -2.159 0.0885
H 2.062 -1.597 0.870 0.0877
H 3.699 -1.165 0.624 0.1252
H 3.300 -2.361 2.758 0.1002
H 4.639 -2.999 1.766 0.1249
H 2.852 -4.308 0.822 0.0982
H 2.826 -6.117 2.366 0.1238
H 3.101 -4.829 3.718 0.1272
H 5.175 -6.154 3.174 0.1225
H 5.339 -4.451 2.752 0.1150
H 6.931 -6.434 0.993 0.1090
H 6.919 -4.606 1.082 0.0887
H 6.295 -5.415 -0.340 0.0783
C 1.031 0.438 -3.988 -0.1387
O -0.013 -0.434 -4.221 -0.1901
C -1.254 0.125 -3.798 -0.1808
C -2.447 -0.874 -3.948 -0.1827
N -2.391 -2.012 -3.108 -0.0841
C -1.361 -2.953 -3.307 -0.2267
C -1.631 -4.169 -2.443 -0.1974
O -1.328 -3.852 -1.071 -0.1973
C -1.505 -4.995 -0.286 -0.1248
H 1.881 -0.043 -4.456 0.0924
H 1.195 0.630 -2.927 0.0700
H 0.877 1.368 -4.547 0.0868
H -1.506 0.963 -4.489 0.1135
H -1.158 0.502 -2.774 0.0999
H -2.525 -1.347 -4.936 0.1252
H -3.306 -0.263 -3.772 0.1057
H -2.463 -1.828 -2.110 0.1009
H -0.376 -2.587 -2.998 0.1030
H -1.371 -3.218 -4.397 0.1470
H -0.950 -4.977 -2.684 0.1179
H -2.625 -4.428 -2.658 0.1077
H -0.856 -5.777 -0.698 0.0882
H -2.525 -5.410 -0.217 0.0984
H -1.174 -4.887 0.743 0.0605
N 0.736 -0.367 3.615 0.1949
C 1.116 0.852 4.087 -0.6799
N 2.432 0.977 4.367 0.1645
O 0.315 1.779 4.211 0.0004
H 1.451 -1.016 3.291 0.0876
H -0.097 -0.371 3.093 0.0526
H 2.660 1.961 4.341 0.1047
H 3.041 0.328 3.893 0.0929
N -1.101 -0.880 -0.019 0.2009
C -0.250 0.202 0.079 -0.6484
N -0.841 1.242 0.668 0.1954
O 0.909 0.256 -0.362 -0.0176
H -1.954 -0.798 0.459 0.0495
H -0.741 -1.730 -0.471 0.0892
H -0.230 1.990 0.996 0.1017
H -1.749 1.199 1.117 0.0589
```

Properties
Energy above the lowest of the compared OMol25 structures with the same formula, charge and spin = 39.85 kJ/mol
Energy = -2664.50549 hartree
LUMO = 0.68 eV
SMILES = COCCNCCOC.COCCNCCOC.COCCNCCOC.COCCNCCOC.COCCNCCOC.NC(N)=O.NC(N)=O
HOMO-LUMO gap = 8.82 eV

5.
# C11H11NO3S

An isolated molecule of C11H11NO3S (ωB97M-V with the def2-TZVPD basis set, OMol25).

```
27
Properties=species:S:1:pos:R:3:lowdin_charge:R:1
O 1.402 1.591 -1.201 0.0409
C 0.443 0.908 -0.890 -0.4817
N -0.605 0.748 -1.775 0.1639
C -1.750 0.038 -1.546 -0.1777
C -2.761 -0.036 -2.507 -0.0158
C -3.902 -0.763 -2.250 -0.0751
C -4.061 -1.429 -1.036 -0.0814
C -3.076 -1.362 -0.079 -0.0062
C -1.908 -0.630 -0.319 -0.0870
C -0.849 -0.527 0.649 -0.2783
O -1.018 -1.165 1.816 0.0684
C 0.273 0.200 0.362 -0.3657
S 1.536 0.351 1.604 0.9873
C 3.034 -0.145 0.662 -0.4042
C 4.252 -0.029 1.569 -0.3504
O 4.625 1.297 1.822 -0.0694
H -0.508 1.244 -2.654 0.1653
H -2.637 0.480 -3.447 0.1125
H -4.680 -0.818 -2.997 0.1058
H -4.960 -1.996 -0.849 0.1027
H -3.179 -1.867 0.869 0.1176
H -0.219 -1.041 2.359 0.0645
H 2.888 -1.173 0.332 0.0891
H 3.116 0.528 -0.191 0.0734
H 4.061 -0.566 2.512 0.1098
H 5.111 -0.492 1.075 0.1221
H 3.850 1.785 2.126 0.0694
```

Properties
Energy = -1104.47069 hartree
LUMO = 0.14 eV
SMILES = O=c1[nH]c2ccccc2c(O)c1SCCO
HOMO-LUMO gap = 8.60 eV

6.
# C12H10ClN4OPS2

An isolated molecule of C12H10ClN4OPS2 in a non-equilibrium geometry (ωB97M-V with the def2-TZVPD basis set, OMol25).

```
31
Properties=species:S:1:pos:R:3:lowdin_charge:R:1
S 3.334 4.607 1.927 0.1011
P 3.957 3.197 0.743 0.3341
C 2.884 1.734 0.734 -0.4400
C 2.879 0.923 1.894 -0.0865
C 2.073 -0.174 1.984 -0.0032
C 1.221 -0.536 0.922 -0.1982
N 0.410 -1.625 1.077 0.2007
C -0.355 -1.876 0.053 -0.2701
C -1.329 -3.016 0.149 -0.1755
C -2.748 -2.448 0.427 -0.4341
S -3.746 -2.147 -1.052 0.9969
C -3.567 -0.443 -1.274 -0.7151
N -3.892 0.523 -0.475 0.0541
N -3.526 1.678 -1.076 0.0522
C -3.015 1.358 -2.218 -0.1758
O -3.012 0.035 -2.409 0.0181
C -0.324 -1.119 -1.144 -0.0650
N 0.443 -0.085 -1.306 0.1379
C 1.231 0.238 -0.243 -0.2348
C 2.080 1.378 -0.322 -0.5793
Cl 2.032 2.288 -1.793 0.7073
H 4.045 3.613 -0.587 -0.0490
H 5.205 2.670 1.119 -0.0134
H 3.529 1.211 2.706 0.1067
H 2.079 -0.777 2.878 0.1170
H -1.327 -3.547 -0.799 0.1049
H -1.051 -3.688 0.951 0.1134
H -2.623 -1.503 0.947 0.0819
H -3.290 -3.103 1.096 0.0731
H -2.626 2.037 -2.945 0.1322
H -0.969 -1.403 -1.961 0.1086
```

Properties
Energy = -2355.44559 hartree
LUMO = -0.86 eV
SMILES = S=[PH2]c1ccc2nc(CCSc3nnco3)cnc2c1Cl
HOMO-LUMO gap = 7.94 eV

no.,HOMO energy (eV)
1,-9.7
2,-9.4
3,-7.9
4,-8.1
5,-8.5
6,-8.8